This record from the Open Molecules 2025 dataset describes the molecule C2H7BO3 in a non-equilibrium geometry. The level of theory is ωB97M-V/def2-TZVPD.

Kohn-Sham gap in eV: 9.54
Electronic energy in eV: -9008.1767
SMILES string: C[C@H](O)B(O)O
Energy above the lowest of the compared OMol25 structures with the same formula, charge and spin in eV: 2.009
E_LUMO in hartree: 0.0028

Each line ends with the Löwdin charge.
Cartesian coordinates (Å):
C (1.29694, 0.55464, 0.68979)  -0.08
C (0.59833, -0.63590, 0.07601)  -0.28
O (1.13044, -0.89080, -1.26260)  -0.05
B (-0.98799, -0.09554, -0.10603)  -0.67
O (-1.73164, 0.07830, 0.98667)  0.22
O (-1.40433, 0.07090, -1.34567)  0.21
H (1.20095, 1.52001, 0.29657)  0.05
H (1.12656, 0.61104, 1.81088)  0.11
H (2.37089, 0.29696, 0.46521)  0.10
H (0.84768, -1.43414, 0.67934)  0.10
H (0.57017, -0.35815, -1.81164)  0.05
H (-2.66168, 0.02826, 0.92667)  0.09
H (-2.35628, 0.25442, -1.40520)  0.13